No. 1
The following is a DFT calculation (ωB97M-V with the def2-TZVPD basis set) of a cluster of 2 separate species, C4H11S2 in total at a distorted geometry.

CARTESIAN COORDINATES (ANGSTROEM)
S 1.78070 1.30624 1.15446
S -2.43835 -2.01360 0.34834
C 1.85181 1.27593 -0.80547
C -0.77412 -1.36573 0.95424
C 2.75521 2.37141 -1.58806
C -2.51154 -0.95724 -1.18200
H 0.70506 1.27858 -1.14054
H 2.55752 3.41100 -1.19214
H -0.59847 -1.78638 1.96279
H -3.53599 -0.56249 -1.41988
H 0.01079 -1.67466 0.27108
H 2.63217 2.40737 -2.60841
H -0.88082 -0.27111 0.95778
H 2.05913 0.28286 -0.93231
H -2.22865 -1.70285 -1.91240
H -1.88933 -0.01859 -0.94024
H 3.76280 2.00782 -1.36275

- HOMO (eV) = -2.414
- energy above the lowest of the compared OMol25 structures with the same formula, charge and spin (kJ/mol) = 151.3
- total charge = -1
- HOMO-LUMO gap (eV) = 5.495
- energy (eV) = -25996.2688

No. 2
The following is a DFT calculation (ωB97M-V with the def2-TZVPD basis set) of a cluster of 2 separate species, C5H13N3O in total at a distorted geometry.

CARTESIAN COORDINATES (ANGSTROEM)
O -0.33419 -0.34182 1.27961
N 1.71194 1.70188 0.52218
N 2.32748 -0.79639 -0.64700
N 2.59648 0.41699 -1.27943
C -0.90502 -1.61275 1.16498
C 2.24292 1.50537 -0.73559
C -2.60534 0.33576 0.61780
C -0.91961 -0.44505 -1.14290
C -1.34356 -0.43062 0.30875
H 2.36963 -0.75268 0.36781
H -1.58126 -1.09265 -1.71674
H 1.31699 2.61102 0.69579
H -3.44736 -0.10501 0.08756
H -0.25218 -2.37341 0.75098
H 1.15271 0.94705 0.89916
H -2.50530 1.37174 0.30373
H 2.46524 2.39906 -1.30535
H -1.59315 -1.92774 1.93866
H -0.97078 0.55975 -1.56250
H 2.98664 -1.47905 -0.99967
H 0.10196 -0.81239 -1.23210
H -2.81424 0.32094 1.68428

- HOMO (eV) = -8.013
- energy above the lowest of the compared OMol25 structures with the same formula, charge and spin (kJ/mol) = 275.8
- HOMO-LUMO gap (eV) = 8.887
- energy (eV) = -11911.7585

No. 3
The following is a DFT calculation (ωB97M-V with the def2-TZVPD basis set) of a cluster of 11 separate species, C11H44N4O11 in total at a distorted geometry.

CARTESIAN COORDINATES (ANGSTROEM)
O 2.26519 -2.90117 -2.80151
O -2.21511 -1.02022 1.49864
O -2.70899 1.98484 -1.58836
O -2.73974 -3.77284 -1.28909
O 1.60751 -0.68806 -1.00890
O -1.46918 2.85698 0.92108
O 1.86816 -1.63841 3.62984
O 3.36603 1.54283 -1.44809
O 3.16762 0.36486 1.89709
O -1.78456 -1.25401 -5.70254
O -1.39679 1.48823 5.24667
N -0.57017 -0.44048 -0.94279
N -2.50207 -0.41452 -3.72000
N -0.76702 0.41853 -4.73160
N 0.49595 0.13131 0.74911
C 3.62230 -2.88677 -2.93335
C 0.58148 -0.34318 -0.43240
C -1.37332 -3.69163 -1.36299
C -0.83967 0.70123 4.21139
C 3.43836 1.14174 3.06941
C -1.55387 4.12225 1.64945
C 2.92645 -2.24062 4.37295
C -3.35082 -0.22120 1.72429
C 3.64220 1.33298 -2.86626
C -1.67835 -0.49396 -4.78825
C -4.05107 2.29682 -1.92783
H -0.98072 -2.89966 -2.00075
H 4.22247 -3.27330 -2.10964
H 3.49636 2.21161 2.86912
H -1.57894 -0.05782 3.95566
H -1.42808 -0.28288 -0.43362
H 3.88099 -1.83792 -3.07860
H -0.20842 0.72962 -5.51345
H -1.04437 -4.68642 -1.66349
H 3.92503 0.33046 1.30822
H 3.52396 2.27611 -3.39977
H -3.27623 -1.06295 -3.73770
H 2.48653 -2.58501 5.30888
H -2.53440 2.01147 -0.64475
H 2.93779 0.69579 -3.40096
H 3.41601 -3.06473 3.85404
H -4.02375 2.95977 -2.79262
H 2.67490 0.97692 3.82972
H 2.08159 -2.12011 -2.27439
H -2.48324 0.43667 -3.17666
H 3.62774 -1.45079 4.64210
H -0.74045 1.01126 -3.91424
H -4.14149 -0.42659 1.00267
H -4.60459 2.79371 -1.13109
H 2.16910 -0.84789 3.17584
H -0.87833 -3.45495 -0.42116
H -0.54705 2.76598 0.67010
H -1.03537 4.02055 2.60283
H -2.57504 4.40758 1.90222
H -0.68372 1.28171 3.30211
H -0.62609 -0.66092 -1.92686
H -1.08026 4.85241 0.99319
H -3.16961 -3.03141 -0.85652
H 0.04541 0.17908 4.57484
H 4.61626 0.90580 -3.10464
H 1.36196 0.19182 1.26531
H 3.42820 0.71410 -0.96751
H 4.39028 0.98962 3.57814
H -2.49958 -1.87646 1.82657
H -2.29122 1.76090 5.02928
H -3.06717 0.83107 1.74399
H -3.77211 -0.43833 2.70585
H -4.54849 1.38304 -2.25292
H -0.43951 0.31393 1.08328
H 3.99316 -3.34831 -3.84853

- HOMO (eV) = -9.334
- energy above the lowest of the compared OMol25 structures with the same formula, charge and spin (kJ/mol) = 642.7
- HOMO-LUMO gap (eV) = 9.417
- energy (eV) = -40600.2767

No. 4
The following is a DFT calculation (ωB97M-V with the def2-TZVPD basis set) of a cluster of 5 separate species, C30H33F16N3O18 in total at a distorted geometry.

CARTESIAN COORDINATES (ANGSTROEM)
F -5.03694 -3.62132 -4.69199
F 1.11535 1.32354 -2.96892
F 2.80138 8.79754 -0.87627
F -2.57442 -4.87017 -5.04221
F 2.85420 -2.65973 10.08789
F 6.65377 -2.73413 1.92232
F 2.33556 2.05982 0.57951
F -5.61586 -5.94734 -4.90523
F -5.64171 -4.96231 -2.68840
F -1.55788 5.49448 -5.55369
F 4.32277 0.08187 -0.67310
F 4.18331 1.52986 -2.70662
F 1.08182 -3.77847 5.39589
F 1.56029 -0.49848 -1.49296
F -3.26469 -6.86134 -3.92249
F 2.36098 3.32980 -1.44184
O 5.44955 2.13146 0.78715
O -0.06623 7.76602 -2.41744
O -2.04608 3.40217 -4.92203
O -0.93925 6.40693 -0.79831
O -2.29540 1.61468 -3.52474
O 1.11666 7.36242 -0.53384
O 5.32204 3.83331 -0.94107
O -0.45785 2.67796 -0.68772
O 10.31129 -1.66750 -0.35764
O 1.16949 -4.09485 10.43032
O -0.33433 -1.30109 3.93187
O -0.88643 -5.05034 10.16585
O 8.69993 -2.44637 1.05889
O 8.28637 -0.61577 -0.20126
O -2.19337 3.74239 -2.69208
O -0.01340 -3.69125 8.54671
O -1.46857 -0.91769 -0.91875
O 2.40621 -1.74838 5.52217
N -6.37730 -0.98338 -2.69683
N 1.68929 -2.42977 3.17433
N 0.51816 -0.51624 1.66331
C 1.08804 8.58082 -2.45883
C 2.44559 1.91626 -0.91566
C -4.91144 -4.96284 -4.00898
C 0.01294 -4.33777 9.75203
C -0.92096 -0.09612 1.43229
C 7.08686 -0.94990 0.46769
C 2.05056 -3.55520 9.47148
C -3.06371 -2.27903 -2.40834
C -2.18500 2.81683 -3.69942
C -2.65738 -4.94671 -2.40927
C -0.15653 1.35475 -0.79556
C -0.03988 7.11950 -1.21212
C 3.97635 1.41457 -1.21876
C 4.97396 2.49797 -0.42562
C 1.26314 0.95196 -1.51384
C 1.14087 -2.87645 8.50532
C 9.19381 -1.58628 0.12454
C -2.32274 4.76771 -4.70842
C 7.57053 -1.79579 1.59562
C -6.07044 -0.46101 -1.28902
C -1.90986 4.98973 -3.29352
C -1.24959 0.31414 -0.14537
C -5.44021 -1.59729 -0.28919
C -3.85375 -1.39823 0.07116
C 1.99773 7.90207 -1.49267
C -1.92736 -3.45997 -2.39468
C -2.88634 -1.12987 -1.24876
C 0.57076 -1.39884 2.92820
C -3.32393 -5.35371 -3.85071
C 1.73905 -2.60746 4.70644
H -5.63934 -2.69909 -0.69504
H -5.58605 -0.72902 -3.33421
H 1.02043 0.36220 1.97313
H -2.28120 0.91276 -0.09360
H -6.04485 -1.54364 0.73771
H -1.21155 -3.45570 -1.46928
H -1.30800 -3.36389 -3.39567
H -6.55632 -2.01261 -2.67806
H -1.78280 -5.73523 -2.21421
H 6.56789 -0.05204 0.81395
H -1.20761 0.77444 2.16319
H 0.87813 -1.85903 8.81389
H 1.55893 -2.83989 7.49572
H 0.82531 9.59824 -2.15026
H -3.78392 -0.42371 0.75730
H -3.37477 -5.02021 -1.48796
H 7.86048 -1.23094 2.48803
H 2.60063 7.09987 -1.93144
H -2.97884 -1.71054 -3.45326
H -2.47708 5.79319 -2.81593
H -3.29402 -0.11562 -1.72830
H 2.65345 -4.35740 9.03271
H -5.45336 0.53200 -1.36463
H -3.38269 4.96342 -4.90267
H 1.50611 8.61738 -3.46843
H 6.42848 -1.49395 -0.21783
H 4.60617 4.45656 -0.56482
H -3.46647 -2.28282 0.75521
H -7.12722 -0.15945 -0.82880
H -4.11197 -2.80866 -2.42247
H 1.32989 -3.37195 2.83600
H -1.58652 -1.04326 1.65633
H -0.84106 5.20645 -3.19312

- HOMO (eV) = -9.384
- HOMO-LUMO gap (eV) = 7.544
- energy (eV) = -116434.2350

No. 5
The following is a DFT calculation (ωB97M-V with the def2-TZVPD basis set) of a cluster of 2 separate species, C6H17N3 in total at a distorted geometry.

CARTESIAN COORDINATES (ANGSTROEM)
N 0.05672 0.10041 -0.40221
N -0.88206 -0.70701 0.40713
N 2.92988 2.08356 -1.42282
C -2.60149 -2.40195 0.54676
C -0.72853 1.96296 1.19458
C 0.33791 1.31609 0.34006
C -1.70966 -1.58431 -0.35921
C 2.89882 0.95910 -1.09818
C 2.96137 -0.37366 -1.14020
H -1.14574 -2.18655 -1.05339
H -1.54132 1.30716 1.26100
H -1.30146 -0.01839 0.99872
H 2.59527 -0.67950 -0.11106
H -2.18435 -2.85606 1.39944
H 0.72450 1.91962 -0.41822
H -0.32792 -1.23545 1.07709
H 1.29619 1.21972 1.21337
H 2.21349 -0.72170 -1.90545
H -3.50793 -1.72455 0.85118
H -3.13294 -3.10196 -0.01465
H 3.02113 3.09954 -1.28092
H -0.36491 2.06342 2.27551
H -2.32564 -0.91728 -0.88681
H -0.36016 0.27676 -1.15316
H 4.08654 -0.80851 -1.20696
H -1.00770 3.00852 0.88840

- HOMO (eV) = -18.437
- energy above the lowest of the compared OMol25 structures with the same formula, charge and spin (kJ/mol) = 349.7
- total charge = +2
- HOMO-LUMO gap (eV) = 10.688
- energy (eV) = -10946.4637

No. 6
The following is a DFT calculation (ωB97M-V with the def2-TZVPD basis set) of a structure of composition C40H90F12KN2O26S4 at a distorted geometry.

CARTESIAN COORDINATES (ANGSTROEM)
K -0.99687 1.23146 2.66495
S -1.29016 -1.12180 -0.66278
S 4.05005 6.14013 0.19192
S 0.44117 -1.75826 1.03567
S 4.38930 3.68702 0.92987
F -3.16061 -0.11103 -2.24714
F -2.54195 1.26474 -0.82771
F 6.23323 2.19111 2.54512
F 6.38933 4.42005 2.70416
F 1.75357 0.61669 1.04299
F -3.79904 -0.42458 -0.23785
F 7.10383 3.37091 0.82621
F 2.98747 -1.25622 1.39607
F 4.34513 8.43472 -1.17504
F 5.98176 7.11341 -1.55456
F 4.06156 6.74235 -2.43430
F 2.23527 -0.58465 -0.63511
O 0.82876 -5.00188 5.66993
O -6.06372 -2.83299 -4.30238
O 2.60665 6.17334 0.17643
O 2.71551 -5.51379 3.56832
O 0.64675 2.31246 4.59952
O 4.19997 -7.54390 0.20131
O 3.40994 4.18279 1.93247
O -0.44314 3.74528 1.06957
O -5.50411 -0.25103 -5.75659
O 4.64911 3.46629 -4.55972
O -1.79556 -2.46592 -1.00015
O -0.32764 5.88060 3.97895
O 5.61426 -4.63725 -0.12886
O -6.52043 3.52320 -3.59859
O 2.62498 -2.93561 -3.15718
O 0.54160 -2.06132 2.50997
O -0.53686 -0.26500 5.16785
O -3.65957 4.34886 -3.63665
O -4.05235 0.01892 4.02723
O 4.62597 6.71803 1.35891
O -4.24657 3.03233 2.99984
O 4.00365 2.36075 0.46637
O -0.28795 -0.59534 -1.57707
O 0.69625 -2.90640 0.20061
O 2.67900 1.59728 -3.92854
O -0.28513 -4.31093 -4.80762
N -0.93331 -0.77632 0.76534
N 4.76762 4.60967 -0.20872
C 0.44099 -3.19229 -4.27406
C -7.77709 3.23078 -4.24471
C 0.63866 3.43220 0.18672
C -5.53643 -0.94071 -7.01948
C 0.38928 6.18790 5.22325
C -2.68267 4.91786 -2.82221
C 1.99686 1.92473 4.16516
C 2.82965 -4.44684 4.46819
C 1.96009 -0.65082 0.67454
C -6.84716 -3.62306 -3.36566
C 4.64087 7.17607 -1.36083
C -5.46053 -1.61747 -3.73244
C 4.88554 -4.43604 1.05622
C 2.90772 0.26975 -3.57912
C -4.69975 -0.89306 -4.83585
C 4.79924 -6.91090 -0.86938
C 1.42722 -5.75405 3.09852
C 3.55236 3.74131 -3.71346
C -4.46425 3.93021 1.89831
C 2.10346 -4.42631 5.79719
C -4.34355 -1.00075 3.01976
C -0.78133 -1.65521 5.40441
C 0.27240 0.42133 6.09954
C 2.91386 -7.96381 -0.18546
C 0.20853 -5.22427 6.90087
C 3.42954 -3.53076 -2.20979
C -1.33834 -4.17064 -5.78653
C -2.78464 0.01208 -0.97515
C -5.01140 1.02464 4.31829
C 1.80357 -3.86550 -3.75677
C 0.23238 1.97881 5.86958
C 5.98988 -6.01423 -0.38859
C -4.11088 3.00232 -3.35076
C -5.32684 2.06328 3.15644
C -5.41324 2.81451 -4.04572
C -0.39984 5.08081 1.68328
C 4.12065 2.98531 -5.83401
C 0.44391 5.23603 2.90815
C 3.07565 2.49007 -2.94448
C 6.18251 3.38236 1.86063
H -4.18312 2.87161 -2.27104
H -4.98028 -1.78045 3.43777
H -8.16491 2.21488 -4.31988
H -6.31058 2.51693 3.27703
H 2.20885 0.85805 4.23830
H -1.04438 -1.68384 6.46182
H -0.13126 0.20513 7.08869
H -5.90451 0.52879 4.69857
H 2.83828 -8.50296 -1.12976
H 5.52012 -4.66888 1.91132
H -4.65312 1.63195 5.14949
H -5.46666 4.35001 1.98232
H 3.59695 3.81489 -6.30902
H 5.16164 -7.60316 -1.62934
H 2.76575 -4.91793 6.50978
H -1.71867 4.42959 -2.96493
H 0.14853 -4.27485 7.43294
H 0.81183 -4.87111 2.92580
H 4.98614 2.81139 -6.47337
H 2.51278 -0.13266 -4.51196
H -6.37317 -3.69026 -2.38642
H -4.84276 -0.65626 2.11410
H -0.04042 5.81049 0.95768
H -2.05682 -3.41735 -5.46335
H 4.66654 -3.37752 1.19654
H 4.02070 -6.28701 -1.30840
H 0.75222 -5.88878 7.57239
H -6.18698 -1.05805 -3.14302
H 1.02864 -6.41456 3.86856
H -7.67256 3.62813 -5.25429
H 1.38316 6.60657 5.06504
H 3.99081 -5.05472 1.12523
H 2.24513 -0.18703 -2.84401
H -3.74068 4.73139 2.04887
H -3.06974 4.87490 -1.80415
H -0.82440 -3.82432 -6.68321
H 6.39291 -6.49662 0.50190
H 0.48526 2.63852 -0.54447
H 2.18446 2.23463 3.13712
H 2.71773 4.23229 -4.21389
H 3.91044 -4.38749 4.59645
H 0.04183 -2.35276 5.24976
H -7.04741 -4.66610 -3.61075
H -1.43810 5.37195 1.84252
H -2.51436 5.97284 -3.03848
H -4.10133 -0.09928 -4.38874
H -0.79949 2.32992 5.87777
H 0.50236 5.25117 5.76900
H 2.66679 -3.44187 4.07882
H 2.05414 -3.47940 6.33482
H 4.13549 -4.27097 -2.58641
H -4.54544 -1.09064 -7.44792
H 6.64880 -6.06877 -1.25516
H -1.72008 -5.18778 -5.87490
H 0.51444 -2.44808 -5.06706
H 2.93064 -4.07616 -1.40870
H 2.14319 2.79170 -2.46736
H 0.95565 4.28074 -0.41957
H 1.47957 -6.38204 2.20915
H -5.22815 3.03053 -5.09795
H -3.40980 -1.44536 2.67547
H 0.86976 2.51522 6.57252
H 0.94322 4.30816 3.18714
H -5.45258 1.49317 2.23599
H -4.82717 -2.04083 -2.95286
H 3.78313 2.10714 -2.20900
H 3.47327 2.13186 -6.03555
H 3.74429 4.38703 -2.85655
H -8.29104 3.83475 -3.49694
H -3.97046 -1.57866 -5.26734
H -1.54564 -2.15757 4.81147
H -0.76714 -5.70599 6.83674
H 1.48505 -4.60256 -3.01961
H 2.76584 2.29375 4.84384
H 1.22031 5.95495 2.64651
H 2.27967 -4.38167 -4.59044
H -7.78267 -3.06443 -3.33624
H 2.42383 -8.64359 0.51158
H 2.26280 -7.09566 -0.08285
H -0.01649 -2.69262 -3.42016
H -3.43648 2.19244 -3.62893
H -6.05069 -0.32649 -7.75866
H 1.25695 -0.04370 6.14973
H 1.43130 2.99765 0.79581
H -5.96265 -1.92544 -6.82782
H -4.45460 3.38014 0.95734
H -0.22909 6.98358 5.63875
H 3.88360 -2.72474 -1.63337
H -5.63546 1.74786 -4.07684
H 3.96292 0.00838 -3.49936

- HOMO (eV) = -6.589
- energy above the lowest of the compared OMol25 structures with the same formula, charge and spin (kJ/mol) = 530.8
- total charge = -1
- HOMO-LUMO gap (eV) = 8.044
- energy (eV) = -191415.3083

HOMO-LUMO gap of number 4 (C30H33F16N3O18)?
7.544 eV

What is the formula in the second record?
C5H13N3O

energy of number 5 (C6H17N3)?
-10946.4637 eV

The highest HOMO-LUMO gap belongs to which entry?
C6H17N3